{"formula": "C26H45CrFGeN2Si2", "method": "ωB97M-V with the def2-TZVPD basis set", "species": ["Cr", "C", "Si", "C", "C", "N", "C", "C", "C", "C", "C", "C", "N", "Si", "C", "C", "C", "H", "H", "H", "H", "H", "H", "H", "H", "H", "H", "H", "H", "H", "H", "H", "H", "H", "H", "H", "H", "H", "H", "C", "C", "C", "C", "Ge", "C", "C", "C", "C", "H", "H", "H", "H", "H", "H", "H", "H", "H", "H", "H", "H", "H", "H", "H", "H", "H", "H", "H", "F", "C", "C", "C", "C", "C", "C", "H", "H", "H", "H"], "xyz": [[-0.70968, 0.25930, 0.39563], [-0.43553, -0.58631, 4.88279], [-1.59776, -0.55187, 3.42228], [-1.39179, -2.10706, 2.41226], [-3.37831, -0.38180, 3.96129], [-1.17199, 0.74133, 2.31068], [-1.16314, 2.05344, 2.51814], [-1.46093, 2.68751, 3.75694], [-1.39744, 4.04149, 3.88324], [-1.02823, 4.84860, 2.77370], [-0.74874, 4.29314, 1.56300], [-0.82015, 2.88253, 1.36385], [-0.60464, 2.24254, 0.21470], [-0.25038, 3.08388, -1.31742], [-0.25627, 1.86083, -2.71850], [1.43296, 3.88628, -1.19151], [-1.60601, 4.33425, -1.64590], [-0.64339, -1.46203, 5.50284], [-0.52241, 0.29792, 5.51618], [0.60032, -0.65464, 4.54375], [-1.56251, -2.99291, 3.02985], [-0.38012, -2.20203, 2.00945], [-2.09546, -2.15196, 1.57649], [-3.67532, -1.21845, 4.59797], [-4.03777, -0.37602, 3.09051], [-3.55565, 0.53885, 4.52036], [-1.73112, 2.07310, 4.60572], [-1.62132, 4.51259, 4.83115], [-0.96801, 5.92188, 2.89911], [-0.46635, 4.93211, 0.73912], [0.45675, 1.04404, -2.60738], [-0.00548, 2.41789, -3.62689], [-1.24497, 1.42062, -2.85321], [2.21758, 3.12962, -1.13567], [1.52486, 4.53151, -0.31623], [1.62423, 4.49848, -2.07708], [-2.57038, 3.92750, -1.33221], [-1.66803, 4.53832, -2.71757], [-1.46293, 5.29106, -1.14329], [5.58578, -1.17527, -2.80058], [4.54686, -1.21917, -1.68824], [3.98524, 0.15677, -1.35337], [2.95994, 0.14455, -0.21712], [1.31706, -0.91553, -0.59808], [1.62202, -2.71869, 0.19812], [0.54745, -3.78141, -0.08793], [0.95478, -4.79743, -1.15401], [1.25242, -4.19744, -2.52247], [5.97706, -2.16832, -3.02633], [6.43003, -0.53887, -2.52633], [5.15471, -0.77191, -3.71961], [4.98794, -1.64838, -0.78216], [3.73171, -1.88905, -1.97770], [3.52815, 0.59323, -2.24887], [4.82617, 0.81239, -1.09365], [2.67195, 1.16973, 0.02723], [3.40490, -0.27066, 0.69401], [1.29801, -1.09906, -2.14081], [1.72567, -2.54715, 1.27329], [2.60243, -3.08248, -0.12834], [-0.39550, -3.30756, -0.38813], [0.31684, -4.33611, 0.82661], [0.15636, -5.53921, -1.24903], [1.83720, -5.34238, -0.80212], [0.38877, -3.65107, -2.90821], [1.50514, -4.97381, -3.24653], [2.08976, -3.49902, -2.48363], [-5.29058, -1.69356, -3.14606], [-4.21547, -1.31402, -2.42096], [-4.40917, -0.50615, -1.32120], [-3.29039, -0.12432, -0.58665], [-1.99596, -0.53320, -0.93611], [-1.86400, -1.35266, -2.05948], [-2.96399, -1.74945, -2.80943], [-5.40972, -0.18924, -1.05690], [-3.44573, 0.51865, 0.27860], [-0.88243, -1.68516, -2.37450], [-2.86589, -2.38304, -3.68145]], "atomic_forces_ev_per_a": [[-0.1, -0.1, -0.1], [0.0, 0.0, 0.0], [0.0, 0.0, 0.1], [0.0, 0.0, 0.0], [0.0, 0.0, 0.0], [0.1, -0.1, -0.1], [0.0, 0.1, 0.1], [0.0, 0.0, 0.1], [0.0, 0.0, 0.0], [0.0, 0.0, 0.0], [0.0, 0.1, -0.1], [0.0, 0.0, 0.2], [0.2, 0.1, -0.1], [0.0, -0.2, 0.1], [-0.1, 0.1, 0.0], [0.0, 0.1, 0.0], [0.0, 0.1, 0.0], [0.0, 0.0, 0.0], [0.0, 0.0, 0.0], [0.0, 0.0, 0.0], [0.0, 0.0, 0.0], [0.0, 0.0, 0.0], [0.0, 0.0, 0.0], [0.0, 0.0, 0.0], [0.0, 0.0, 0.0], [0.0, 0.0, 0.0], [0.0, 0.0, 0.0], [0.0, 0.0, 0.0], [0.0, 0.0, 0.0], [0.0, 0.0, 0.0], [0.0, 0.0, 0.0], [0.0, -0.1, 0.0], [0.0, 0.0, 0.0], [0.0, 0.0, 0.0], [0.0, 0.0, 0.0], [0.0, 0.0, 0.0], [0.0, 0.0, 0.0], [0.0, 0.0, 0.0], [0.0, 0.0, 0.0], [0.0, 0.0, 0.0], [0.0, 0.0, 0.0], [0.0, 0.0, 0.1], [0.1, 0.0, -0.1], [0.0, 0.1, 0.2], [0.1, 0.0, -0.1], [0.0, 0.0, 0.0], [0.0, 0.0, 0.0], [0.0, 0.0, 0.0], [0.0, 0.0, 0.0], [0.0, 0.0, 0.0], [0.0, 0.0, 0.0], [0.0, 0.0, 0.0], [0.0, 0.0, 0.0], [0.0, -0.1, 0.0], [0.0, 0.0, 0.0], [0.0, 0.0, 0.0], [0.0, 0.0, 0.0], [0.0, 0.0, 0.0], [0.0, 0.0, 0.0], [0.0, 0.0, 0.0], [0.0, 0.0, 0.0], [0.0, 0.0, 0.0], [0.0, 0.0, 0.0], [0.0, 0.0, 0.0], [0.0, 0.0, 0.0], [0.0, 0.0, 0.0], [0.0, 0.0, 0.0], [0.0, 0.0, 0.0], [0.0, 0.0, 0.0], [0.0, 0.0, 0.1], [0.0, -0.1, -0.1], [0.0, 0.0, 0.0], [-0.1, -0.1, -0.1], [0.0, 0.0, 0.0], [0.0, 0.0, 0.0], [0.0, 0.0, 0.0], [0.0, 0.0, 0.0], [0.0, 0.0, 0.0]], "mulliken_spin": [3.150, 0.008, -0.028, 0.073, 0.008, 0.274, 0.207, -0.021, 0.099, 0.091, -0.001, 0.235, 0.183, 0.009, 0.034, 0.010, 0.004, 0.000, 0.000, 0.001, 0.002, -0.006, -0.013, 0.000, 0.001, 0.000, -0.009, 0.010, 0.009, -0.012, 0.003, 0.001, -0.004, 0.000, 0.000, 0.001, 0.001, 0.000, -0.001, -0.001, -0.004, -0.003, -0.001, -0.098, -0.039, 0.025, -0.004, 0.001, 0.000, 0.000, 0.000, -0.001, 0.001, 0.000, 0.000, -0.013, 0.000, 0.016, -0.015, 0.003, 0.001, 0.002, 0.000, 0.001, -0.001, 0.000, 0.001, 0.001, 0.013, 0.000, -0.062, -0.108, -0.015, -0.002, -0.001, -0.030, 0.011, 0.000], "multiplicity": 5, "e_homo_ev": [-7.558, -7.737], "s_squared": 6.138, "lumo_ev": [0.089, -1.881], "de_lowest_kcal_mol": 1.8, "orbital_gap_ev": [7.65, 5.86], "max_force_ev_per_a": 0.2, "total_energy_ha": -4927.5137}